[1]
{"formula": "C36H49AsGeMoNS2Si", "method": "the ωB97M-V functional and the def2-TZVPD basis", "species": ["C", "C", "C", "H", "C", "C", "H", "C", "H", "H", "Si", "C", "As", "C", "C", "C", "H", "C", "H", "H", "H", "C", "H", "H", "H", "H", "H", "H", "C", "C", "C", "H", "C", "H", "H", "H", "H", "H", "H", "H", "C", "H", "H", "H", "H", "C", "H", "H", "H", "H", "C", "C", "C", "S", "S", "H", "C", "H", "C", "H", "C", "H", "H", "H", "H", "H", "H", "H", "C", "H", "C", "H", "C", "C", "H", "H", "H", "C", "H", "H", "N", "C", "Mo", "C", "Ge", "C", "H", "H", "C", "C", "C", "C"], "xyz": [[-4.614, 1.030, -2.790], [-6.070, -3.382, 1.157], [-3.683, -1.430, 3.451], [-7.743, -4.650, 1.585], [-6.221, -0.233, -0.930], [-1.010, -4.300, 1.215], [4.711, 1.750, 3.831], [-6.346, -5.585, 0.262], [1.132, 2.537, 2.302], [2.601, -3.439, -3.024], [1.151, -3.493, -0.439], [0.690, -2.878, 2.297], [2.711, 0.554, 2.716], [0.492, -4.033, 1.314], [-6.793, 0.515, -1.946], [-5.991, 1.147, -2.880], [-3.304, -1.494, 5.556], [-3.278, 3.422, 0.577], [-6.858, -0.742, -0.216], [3.855, -4.046, 1.061], [1.738, -2.587, 2.370], [-2.805, 2.136, 0.717], [3.307, 2.190, 0.831], [-0.379, -5.164, -1.607], [-6.921, -6.498, 0.178], [0.712, -5.578, 2.815], [-4.257, 3.677, 0.959], [0.373, -4.104, -2.775], [-4.842, -0.348, -0.823], [3.121, -5.470, -1.209], [0.993, 1.503, 2.618], [4.578, 0.963, 1.016], [-4.049, 0.290, -1.768], [-1.228, -5.138, 0.559], [1.047, -6.125, 1.169], [3.058, 0.548, 0.204], [-7.871, 0.600, -2.013], [2.920, -6.053, -0.314], [3.451, 2.929, 3.445], [-6.420, -2.579, 1.791], [-1.239, 4.000, -0.529], [4.136, -5.691, -1.542], [-2.963, 0.190, -1.682], [-2.941, -2.183, 3.217], [-4.977, 0.256, 6.078], [2.972, -3.975, -0.943], [0.333, -3.147, 3.290], [0.492, 1.491, 3.589], [-3.982, 1.511, -3.522], [3.278, 1.880, 4.856], [3.498, 1.133, 1.011], [3.995, -3.537, 0.109], [3.313, -3.221, -2.231], [1.265, -1.375, -0.528], [0.647, 2.036, -0.956], [-0.584, 4.695, -1.035], [-0.061, -4.141, -1.781], [-6.436, 1.730, -3.676], [1.164, -5.293, 1.862], [-2.853, 5.384, -0.232], [-5.358, 0.095, 2.719], [3.290, -2.152, -2.046], [-1.421, -4.530, 2.199], [5.004, -3.761, -0.246], [2.226, -5.134, 2.030], [-6.323, 1.234, 4.257], [-3.380, 1.368, 1.222], [-0.946, -3.509, -1.793], [-2.492, 4.377, -0.071], [0.114, -2.006, 1.954], [-5.148, -5.448, -0.419], [0.334, 0.977, 1.880], [-3.885, -1.043, 4.762], [-0.832, 2.683, -0.372], [-4.778, -6.262, -1.029], [3.918, -2.464, 0.276], [2.430, -5.784, -1.987], [-4.405, -0.863, 2.408], [-5.934, 0.550, 1.921], [-1.514, -3.412, 0.833], [-1.611, 1.740, 0.237], [-5.572, 0.486, 4.031], [-0.615, 0.001, 0.011], [-4.829, -0.072, 5.056], [-3.917, -1.464, 0.565], [-6.807, -4.546, 1.052], [-3.496, -4.157, -0.857], [4.310, -3.497, -2.576], [3.634, 1.927, 3.827], [-4.427, -4.272, -0.320], [-2.050, -1.122, 0.380], [-4.878, -3.223, 0.466]], "forces_ev_per_a": [[-0.02, 0.07, -0.14], [-0.04, 0.26, 0.15], [0.12, -0.15, -0.10], [-0.03, 0.02, 0.05], [-0.09, -0.09, 0.16], [0.07, 0.15, -0.26], [-0.04, -0.08, -0.03], [-0.09, -0.12, -0.01], [-0.03, -0.04, -0.13], [-0.07, -0.02, -0.19], [-0.27, 0.29, -0.19], [0.00, 0.24, -0.31], [0.32, 0.18, 0.17], [0.15, -0.02, -0.07], [-0.26, 0.01, 0.02], [-0.01, 0.10, -0.08], [0.05, -0.02, 0.04], [-0.14, 0.13, 0.04], [-0.08, -0.03, 0.01], [0.00, -0.04, 0.11], [0.02, 0.09, 0.07], [0.05, -0.18, 0.09], [-0.04, 0.05, 0.00], [-0.05, -0.28, 0.11], [0.00, -0.05, 0.00], [-0.07, -0.03, 0.11], [-0.01, -0.06, 0.02], [0.19, 0.10, -0.17], [0.40, -0.40, 0.51], [-0.22, 0.17, 0.12], [-0.23, -0.25, -0.35], [-0.05, -0.07, 0.14], [0.47, -0.05, 0.05], [-0.10, -0.16, -0.10], [0.01, -0.21, -0.02], [0.02, 0.03, 0.04], [-0.03, 0.00, 0.00], [0.00, -0.19, 0.12], [-0.05, 0.08, -0.10], [-0.10, 0.06, 0.11], [-0.72, 0.51, 0.14], [0.15, -0.08, -0.05], [-0.28, 0.07, -0.11], [0.16, -0.07, 0.07], [-0.03, -0.04, 0.01], [-0.16, -0.07, 0.18], [-0.07, -0.19, 0.25], [0.06, -0.13, -0.04], [0.10, 0.07, -0.07], [-0.03, -0.05, 0.03], [-0.03, 0.03, -0.03], [-0.29, 0.03, 0.01], [-0.20, 0.06, 0.15], [0.58, -0.15, -0.34], [0.36, 0.13, -0.34], [0.04, -0.04, -0.02], [0.45, 0.11, 0.42], [-0.03, 0.01, -0.03], [0.07, 0.16, -0.28], [-0.02, 0.04, 0.08], [-0.10, 0.05, -0.25], [0.04, 0.11, -0.13], [-0.04, -0.04, 0.22], [0.15, -0.02, -0.04], [0.18, -0.05, 0.05], [0.01, 0.04, -0.01], [0.03, 0.08, -0.06], [-0.11, 0.14, 0.12], [0.42, -0.41, -0.08], [0.22, -0.20, 0.24], [0.04, -0.20, -0.12], [0.46, 0.45, 0.76], [0.04, -0.05, 0.16], [0.19, -0.33, -0.04], [0.02, -0.02, -0.04], [0.05, 0.08, 0.10], [-0.10, -0.18, -0.16], [0.14, -0.10, -0.56], [-0.06, 0.07, -0.02], [-0.12, -0.04, -0.01], [-1.26, 2.87, 0.13], [-0.18, 0.20, 0.17], [-1.49, -4.28, 0.27], [-0.04, 0.07, 0.08], [-0.92, 0.22, 0.12], [-0.19, -0.13, 0.02], [0.12, -0.10, -0.10], [0.18, -0.12, -0.05], [-0.08, -0.15, -0.05], [0.19, 0.08, -0.11], [1.68, 1.47, -0.57], [0.70, 0.52, -0.03]], "lowdin_charge": [-0.0893, -0.1207, -0.1081, 0.0959, -0.1196, -0.1279, 0.0043, -0.1086, 0.0202, 0.0665, 0.3685, -0.1613, 1.0427, -0.6306, -0.1065, -0.1085, 0.0979, -0.0759, 0.0918, 0.0617, 0.0420, -0.1220, 0.0063, 0.0177, 0.0937, 0.0772, 0.0969, 0.0138, -0.2665, -0.1061, -0.3685, 0.0125, -0.1308, 0.0653, 0.0701, -0.0680, 0.0938, 0.0598, 0.0099, 0.0905, -0.1133, 0.0753, 0.0626, 0.0940, 0.0940, -0.6650, 0.0770, 0.0182, 0.0993, 0.0012, -0.3847, -0.1067, -0.1451, 0.2545, 0.5198, 0.0962, -0.1885, 0.0932, -0.1055, 0.0985, -0.1278, 0.0288, 0.0832, 0.0771, 0.0592, 0.0948, 0.0832, 0.0123, -0.0772, 0.0079, -0.0963, -0.0605, -0.0918, -0.8066, 0.0976, 0.0579, 0.0708, -0.2967, 0.0918, 0.0143, -0.2110, -0.1036, 0.7886, -0.1070, 0.8864, -0.1001, 0.0908, 0.0773, -0.3719, -0.1109, -0.4551, -0.2603], "e_homo_ev": [-3.96, -4.88], "multiplicity": 3, "charge": -1, "gap_ev": [6.55, 7.43], "relative_energy_kcal_mol": 0.0}

---

[2]
{"formula": "C3H10N3", "method": "the ωB97M-V functional and the def2-TZVPD basis", "species": ["N", "H", "H", "N", "C", "H", "H", "H", "N", "C", "H", "H", "C", "H", "H", "H"], "xyz": [[0.988, -1.207, 0.967], [-1.598, 1.937, 0.415], [-0.683, 1.683, -1.174], [0.406, 1.235, 0.596], [0.414, -1.270, -0.512], [-0.446, 3.162, -0.196], [1.384, -0.893, -1.006], [1.241, 1.550, 0.163], [-0.348, -2.216, -1.094], [-0.621, 2.063, -0.132], [0.042, -2.797, -1.750], [-1.235, -1.955, -1.193], [0.001, -0.318, 0.534], [-0.879, -0.375, 1.139], [0.564, 1.266, 1.567], [0.769, -1.865, 1.676]], "forces_ev_per_a": [[0.75, 0.65, -1.68], [0.91, 0.04, -0.86], [0.04, 0.03, 0.84], [-1.52, -1.06, -2.25], [4.12, 2.12, 0.75], [0.51, -0.94, 0.44], [-1.91, -0.69, 0.05], [1.67, -0.76, -0.50], [2.11, 0.09, 2.32], [-1.93, 0.36, 0.75], [0.97, -1.42, -1.67], [-4.46, 0.65, -0.76], [0.80, 0.18, 0.64], [-1.05, 0.23, -0.48], [-0.23, 1.20, 1.80], [-0.78, -0.68, 0.60]], "lowdin_charge": [0.0867, 0.1158, 0.1134, 0.0761, -0.2628, 0.1124, 0.1755, 0.1511, 0.1505, -0.0047, 0.0871, 0.0538, -0.2594, 0.1567, 0.1487, 0.0988], "e_homo_ev": -13.67, "multiplicity": 1, "charge": 1, "gap_ev": 10.62, "relative_energy_kcal_mol": 87.6}